No. 1
DFT (ωB97M-V with the def2-TZVPD basis set) results for a molecular structure, C36H59Cl3N11OP2SV at a distorted geometry.

For the total energy, the calculation gives -149396.0816 eV. Its HOMO-LUMO gap (alpha / beta) is 2.8508 / 6.1893 eV. As for the spin multiplicity: 4. The calculation puts the highest occupied orbital energy (alpha / beta) at -1.0 / -4.3 eV. The total charge is -1. For the LUMO energy (alpha / beta), the calculation gives 1.9 / 1.9 eV.

Geometry as XYZ:
```
114
Properties=species:S:1:pos:R:3:forces:R:3:mulliken_spin:R:1
V -0.5744 1.1284 -0.0109 0.540 1.248 0.526 2.13
N 2.8002 0.4840 1.4167 0.311 0.309 -0.406 0.00
N 3.8438 0.0950 0.4848 -0.870 -1.237 0.978 0.00
C 3.4894 -0.7193 -0.5508 0.957 2.144 -1.705 -0.01
N 4.5854 -1.4843 -0.9848 -0.480 -0.230 -0.252 0.01
S 2.1541 -0.4201 -1.5159 0.680 -0.183 0.612 0.02
H 1.9137 0.4793 0.8973 0.067 -0.065 0.123 0.05
H 2.9455 1.4747 1.5992 -0.032 -0.006 0.015 0.00
H 4.5865 -0.3455 1.0179 0.021 0.163 0.133 0.00
H 5.4248 -0.9192 -1.0515 0.074 -0.087 0.319 0.00
H 4.3877 -1.8433 -1.9107 -0.038 -0.082 0.068 0.00
Cl -5.6970 -2.9564 -3.3062 0.177 0.135 0.052 0.00
C -4.3695 -1.8931 -2.8745 -0.272 -0.169 -0.078 0.00
C -4.0374 -1.7181 -1.5476 0.119 0.056 0.292 -0.09
C -2.9852 -0.8728 -1.2500 -0.113 -0.147 0.366 -0.05
Cl -2.5049 -0.6004 0.4283 -0.318 -0.118 -0.430 0.10
C -2.2209 -0.1619 -2.2007 0.210 0.268 0.318 -0.01
O -1.2598 0.6244 -1.8769 -0.158 -0.311 0.045 -0.06
C -2.6259 -0.3843 -3.5319 -0.205 -0.265 -0.334 -0.01
Cl -1.7554 0.4314 -4.7943 -0.041 -0.026 0.061 0.00
C -3.6729 -1.2294 -3.8657 0.233 0.197 -0.217 0.00
H -4.5837 -2.2241 -0.7630 0.036 -0.008 -0.006 0.05
H -3.9405 -1.3623 -4.9056 0.020 0.001 0.030 0.00
C 0.2663 -5.6179 -1.0274 -0.307 0.131 0.360 1.63
N -0.6439 -4.9590 -0.0172 0.808 0.817 -0.309 -3.22
C 0.1288 -4.7658 1.2632 -0.355 -0.241 -0.249 1.70
N 1.3086 -4.0152 1.0370 0.388 0.259 0.262 -0.68
C 2.1524 -4.6359 0.0250 -0.323 0.114 -0.164 0.07
N 1.4390 -4.8394 -1.2371 0.244 0.083 -0.263 -0.45
C 1.1573 -3.5748 -1.9358 0.494 0.123 0.237 0.07
P 0.2625 -2.2767 -0.9177 -1.693 -2.063 0.448 -0.29
C -1.1041 -3.6255 -0.5367 0.066 0.292 -0.105 1.57
C 1.0379 -2.6062 0.7455 0.452 -0.063 -0.273 0.48
H -0.3063 -5.7232 -1.9474 -0.033 -0.079 -0.028 0.05
H 0.5061 -6.6020 -0.6215 0.001 -0.057 0.009 -0.22
H -1.4570 -5.6250 0.1886 -0.378 -0.187 0.018 -0.36
H 0.3534 -5.7664 1.6369 -0.013 -0.047 0.025 0.13
H -0.5370 -4.2497 1.9550 -0.025 -0.060 0.075 -0.11
H 2.4922 -5.6039 0.3932 -0.008 -0.058 0.006 0.15
H 3.0159 -3.9943 -0.1561 0.018 -0.023 0.012 0.03
H 0.5367 -3.7886 -2.8082 -0.010 0.024 -0.016 0.13
H 2.0971 -3.1602 -2.2964 0.053 -0.006 -0.037 -0.04
H -1.6384 -3.8171 -1.4693 -0.127 -0.025 0.024 0.39
H -1.8143 -3.2318 0.1920 -0.035 -0.042 0.011 0.08
H 0.3728 -2.2045 1.5060 -0.095 0.050 -0.016 -0.12
H 1.9799 -2.0716 0.8137 0.071 0.124 0.182 0.02
N -0.4196 0.9969 1.9705 -0.139 -0.617 -0.847 -0.23
P -0.5094 1.4586 3.4168 0.410 -0.152 -0.620 0.07
N -0.1158 0.2512 4.5072 0.086 -0.255 0.253 0.01
C 0.1777 -1.0853 3.9755 0.067 0.141 0.226 -0.15
C 1.2535 -1.7645 4.8099 0.000 -0.057 0.008 0.00
C 0.7786 -1.9901 6.2565 -0.035 0.051 -0.056 0.01
C -0.2622 -0.9281 6.6385 0.044 -0.053 0.020 0.00
C 0.0579 0.3923 5.9501 0.020 -0.082 -0.152 0.00
N 0.4825 2.7716 3.7122 0.323 0.626 0.090 0.00
C 0.5748 3.4816 4.9836 -0.089 0.186 -0.329 0.00
C -0.1849 4.8078 4.9466 0.029 -0.003 0.006 0.00
C 0.3201 5.6845 3.8018 -0.009 -0.046 -0.019 0.00
C 0.2574 4.9216 2.4794 -0.044 0.074 0.064 0.00
C 0.9807 3.5906 2.5932 0.165 -0.412 0.250 0.02
N -2.0123 1.9593 3.9870 -0.755 -0.051 0.373 0.00
C -2.7462 2.8444 3.0484 0.166 0.016 0.280 -0.10
C -4.0268 2.2025 2.5440 -0.040 -0.125 0.056 0.03
C -4.9990 1.9397 3.7009 0.041 0.018 -0.003 0.00
C -4.2186 1.6079 4.9819 -0.030 0.055 -0.047 0.00
C -2.8766 0.9700 4.6565 -0.072 0.160 -0.233 0.01
H 0.5154 -0.9602 2.9564 0.017 0.094 -0.116 0.00
H -0.7269 -1.7111 3.9548 -0.031 -0.028 -0.014 0.06
H 2.1426 -1.1283 4.7941 -0.007 -0.010 -0.011 0.00
H 1.5289 -2.7098 4.3357 0.022 0.002 0.024 0.01
H 1.6280 -1.9356 6.9423 0.008 -0.023 -0.012 0.00
H 0.3480 -2.9884 6.3641 -0.006 0.010 0.006 0.00
H -0.2979 -0.7837 7.7205 0.003 -0.023 0.010 0.00
H -1.2579 -1.2488 6.3204 -0.006 0.007 0.031 0.00
H 1.0885 0.6798 6.2050 0.013 0.080 0.008 0.00
H -0.5913 1.1778 6.3338 -0.092 0.031 -0.027 0.00
H 1.6362 3.6892 5.1837 0.020 -0.023 0.018 0.00
H 0.2125 2.8707 5.7994 -0.078 -0.075 0.040 0.00
H -0.0703 5.3211 5.9069 -0.031 0.013 -0.002 0.00
H -1.2482 4.5876 4.8065 0.029 0.016 0.036 0.00
H 1.3613 5.9672 4.0063 -0.024 0.016 -0.019 0.00
H -0.2585 6.6093 3.7396 0.017 0.024 0.019 0.00
H 0.6947 5.5017 1.6622 -0.026 0.004 0.002 0.00
H -0.7896 4.7333 2.2213 0.060 0.040 -0.069 0.01
H 2.0520 3.7849 2.7683 0.005 0.019 0.042 0.00
H 0.8897 3.0190 1.6734 -0.083 -0.022 -0.011 -0.01
H -2.1014 3.0626 2.1997 0.106 -0.015 -0.055 0.12
H -2.9794 3.7994 3.5350 -0.008 0.030 0.033 0.00
H -3.7660 1.2631 2.0528 0.001 0.052 -0.028 -0.01
H -4.4814 2.8423 1.7852 -0.007 -0.005 -0.014 0.00
H -5.6651 1.1135 3.4428 -0.019 0.001 -0.014 0.00
H -5.6299 2.8161 3.8696 -0.019 -0.009 0.003 0.00
H -4.7939 0.9440 5.6308 -0.012 0.012 -0.001 0.00
H -4.0217 2.5234 5.5483 -0.012 -0.027 0.021 0.00
H -3.0359 0.0700 4.0426 0.020 0.011 -0.035 0.00
H -2.4130 0.6395 5.5787 0.106 -0.018 0.074 0.00
C -2.0066 4.2956 -1.0922 -0.002 0.044 0.014 0.08
C -0.5838 4.7645 -1.2089 -0.245 0.293 -0.119 -0.09
C -0.2922 6.0639 -1.6065 0.082 -0.084 0.040 0.02
C 1.0232 6.5079 -1.7243 -0.100 -0.135 0.064 -0.03
C 2.0518 5.6149 -1.4570 0.034 -0.144 0.024 0.02
C 1.7913 4.3040 -1.0633 0.404 0.204 -0.010 -0.02
C 2.9139 3.3424 -0.7706 0.073 0.061 0.021 0.00
C 0.4661 3.8755 -0.9130 -0.275 -1.214 0.572 0.14
N 0.1929 2.5985 -0.4430 -0.171 0.548 -0.505 -0.10
H -2.7018 5.1199 -1.2688 0.020 -0.034 -0.007 0.00
H -2.2035 3.8744 -0.1026 0.025 0.023 0.039 0.01
H -2.2171 3.4953 -1.8053 0.036 -0.024 -0.014 0.00
H -1.1135 6.7385 -1.8280 0.013 0.007 0.014 0.00
H 1.2385 7.5274 -2.0195 -0.003 -0.009 -0.023 0.00
H 3.0864 5.9337 -1.5508 -0.028 0.006 -0.022 0.00
H 3.8110 3.6129 -1.3333 -0.003 0.010 0.037 0.00
H 2.6296 2.3184 -1.0185 -0.029 0.088 -0.042 0.00
H 3.1781 3.3470 0.2956 -0.045 0.043 -0.060 0.00
```
Forces are in eV/Å.

***

No. 2
DFT (ωB97M-V with the def2-TZVPD basis set) results for a single C12H19N3O5S molecule at a distorted geometry.

For the total energy, the calculation gives -38293.5245 eV. Its HOMO-LUMO gap is 8.0061 eV. Its SMILES is [H]/N=C\NCCS[C@@H]1C[C@H]([C@H](C(=O)O)[C@@H](C)O)N=C1C(=O)O. The calculation puts the highest occupied orbital energy at -8.5 eV. The total charge is 0. For the LUMO energy, the calculation gives -0.5 eV.

Geometry as XYZ:
```
40
Properties=species:S:1:pos:R:3:forces:R:3:nbo_charge:R:1
O -0.9330 -3.4241 -0.6863 1.512 0.785 -0.307 -0.53
O 4.5243 0.6498 -1.8246 -2.351 1.258 -1.375 -0.64
N -5.1089 -3.9771 1.8667 -4.511 -1.141 3.147 -0.72
N 1.3618 -0.7788 -1.4774 -2.343 -1.152 1.452 -0.39
O 0.8646 -3.3244 -2.0690 -0.741 0.279 0.869 -0.67
O 3.2629 0.8097 -3.7108 1.704 -1.097 -0.543 -0.66
O 3.5009 2.6104 -0.0435 1.691 0.324 2.837 -0.73
S -1.9306 -0.6112 0.4381 -0.652 -0.467 -0.027 0.24
C 0.0012 -2.8045 -1.1422 -0.427 -0.245 -1.294 0.74
C 3.4924 1.0294 -2.4132 0.267 -1.532 1.319 0.82
C -4.9307 -2.9424 2.5722 0.508 -1.278 -1.629 0.27
C 0.3293 -1.3316 -0.8649 2.776 0.727 0.761 0.18
N -3.7865 -2.2676 2.1876 -0.533 2.861 2.928 -0.65
C -2.2237 -0.4343 2.1984 2.446 0.507 1.132 -0.54
C -0.1562 -0.5415 0.4103 0.090 0.134 -3.102 -0.41
C -3.6100 -0.8517 2.5781 0.811 -0.864 0.078 -0.23
C 0.3933 0.8361 0.0106 -0.516 0.912 0.058 -0.42
C 1.6186 3.8569 -0.6351 0.527 -0.122 2.079 -0.63
C 2.2167 1.6215 -1.7048 0.498 -1.111 -1.374 -0.32
C 1.6699 0.4716 -0.7847 -0.866 2.268 -0.229 -0.10
C 2.7213 2.9277 -1.0914 -1.406 -0.112 -1.251 0.12
H -4.4612 -4.2537 1.2149 2.015 -0.150 -1.869 0.33
H 1.4911 -2.6129 -2.3110 -0.143 -0.134 0.114 0.51
H 4.0169 0.2255 -4.0664 -1.298 1.289 0.706 0.50
H 4.2301 2.0156 -0.2551 -0.045 -0.038 -0.444 0.50
H -5.6930 -2.7014 3.4323 1.950 0.118 -1.752 0.20
H -3.3193 -2.6536 1.3829 0.033 0.435 -0.065 0.41
H -1.4551 -1.0167 2.7899 -0.852 0.081 -0.807 0.22
H -1.9002 0.6041 2.4026 -0.992 -0.232 0.367 0.22
H 0.3368 -0.9034 1.2936 0.027 -0.523 0.475 0.24
H -3.7513 -0.7044 3.6607 0.062 -0.339 -0.292 0.21
H -4.2803 -0.1818 2.0931 -0.996 0.434 -0.582 0.18
H 0.6412 1.3881 0.9745 -0.488 -0.098 -1.575 0.24
H -0.3851 1.3516 -0.7076 1.494 -0.681 1.690 0.23
H 0.8158 3.9250 -1.3413 -0.450 0.134 -0.263 0.21
H 1.9951 4.8462 -0.3301 0.055 -0.214 -0.659 0.23
H 1.2991 3.4554 0.3496 -0.426 0.083 -0.705 0.21
H 1.4574 1.8923 -2.4443 0.189 -0.359 -0.254 0.23
H 2.4323 0.3675 -0.0538 0.993 -0.899 0.607 0.23
H 3.2518 3.4326 -1.8987 0.390 0.160 -0.221 0.16
```
Forces are in eV/Å.